i | {
  "formula": "C5H15NO2",
  "method": "ωB97M-V with the def2-TZVPD basis set",
  "species": ["C", "C", "N", "C", "C", "C", "H", "H", "H", "H", "H", "H", "H", "H", "H", "H", "H", "O", "H", "H", "O", "H", "H"],
  "coordinates": [[-1.365, -0.871, 0.320], [-0.231, -1.125, -0.337], [0.699, -2.077, 0.219], [0.184, -0.578, -1.708], [-0.330, 0.838, -1.862], [0.560, 1.772, -1.102], [-2.102, -0.153, -0.015], [-1.813, -1.398, 1.145], [0.862, -2.853, -0.408], [0.338, -2.345, 1.124], [-0.160, -1.307, -2.479], [1.271, -0.687, -1.791], [-1.396, 0.896, -1.599], [-0.370, 1.142, -2.943], [0.800, 1.297, -0.138], [0.079, 2.721, -0.796], [1.475, 1.861, -1.692], [1.818, 1.008, 1.712], [1.453, 0.129, 1.779], [2.773, 0.902, 1.614], [-1.710, 0.034, 2.855], [-2.068, 0.769, 3.335], [-0.766, 0.024, 2.767]],
  "smiles": "C=C(N)CCC.O.O",
  "total_charge": 0,
  "homo_ev": -8.41,
  "gap_ev": 9.114
}

=====

ii | {
  "formula": "C5H15NO2",
  "method": "ωB97M-V with the def2-TZVPD basis set",
  "species": ["C", "C", "C", "C", "C", "N", "H", "H", "H", "H", "H", "H", "H", "H", "H", "H", "H", "H", "H", "O", "H", "H", "O"],
  "coordinates": [[-2.331, 0.624, 0.827], [-1.597, 0.982, -0.511], [-0.219, 0.432, -0.673], [-0.023, -0.761, -1.305], [1.311, -1.412, -1.388], [-0.537, -0.783, 1.645], [-2.532, 1.504, 1.456], [-3.320, 0.266, 0.572], [-2.204, 0.567, -1.320], [-1.547, 2.058, -0.659], [0.691, 0.920, -0.294], [-0.814, -1.396, -1.690], [1.619, -1.563, -2.424], [2.069, -0.846, -0.863], [1.289, -2.364, -0.845], [-1.362, -0.136, 1.265], [-0.836, -1.094, 2.567], [2.108, 0.682, 0.693], [2.556, 2.315, -0.871], [1.890, 1.884, -0.316], [0.216, -1.427, 1.386], [1.338, -0.290, 1.522], [2.235, -0.163, 1.227]],
  "total_charge": 0,
  "homo_ev": -7.91,
  "gap_ev": 3.853
}

=====

iii | {
  "formula": "C5H15NO2",
  "method": "ωB97M-V with the def2-TZVPD basis set",
  "species": ["C", "C", "C", "C", "N", "C", "H", "H", "H", "H", "H", "H", "H", "H", "H", "H", "H", "O", "H", "H", "O", "H", "H"],
  "coordinates": [[2.753, -0.312, 1.906], [1.735, 0.434, 1.070], [1.304, -0.059, -0.092], [0.638, 0.813, -1.144], [-0.813, 0.590, -1.093], [-1.545, 1.764, -1.532], [3.488, -0.806, 1.280], [2.302, -0.981, 2.641], [3.338, 0.418, 2.440], [1.393, 1.420, 1.369], [1.348, -1.115, -0.340], [1.002, 0.452, -2.099], [0.908, 1.837, -0.894], [-1.070, 0.348, -0.161], [-2.623, 1.606, -1.506], [-1.243, 2.028, -2.548], [-1.339, 2.664, -0.928], [-2.522, -2.679, -1.230], [-2.081, -1.924, -0.807], [-2.083, -2.689, -2.085], [-1.436, -1.191, 1.588], [-1.761, -2.050, 1.884], [-1.693, -0.568, 2.281]],
  "smiles": "C/C=C/CNC.O.O",
  "total_charge": 0,
  "homo_ev": -8.72,
  "gap_ev": 9.321
}

=====

It is ii that is the least stable of them.

=====

i | {
  "formula": "C5H15NO2",
  "method": "ωB97M-V with the def2-TZVPD basis set",
  "species": ["C", "C", "N", "C", "C", "C", "O", "H", "H", "H", "H", "H", "H", "H", "H", "H", "H", "H", "H", "H", "O", "H", "H"],
  "coordinates": [[-2.546, 2.020, -0.476], [-1.084, 1.596, -0.251], [-0.291, 1.793, -1.474], [-1.071, 0.117, 0.122], [0.240, -0.360, 0.781], [1.405, -0.474, -0.171], [1.071, -1.494, -1.162], [-3.029, 1.253, -1.088], [-3.114, 1.906, 0.460], [-2.672, 3.051, -0.788], [-0.656, 2.228, 0.520], [-0.209, 2.779, -1.665], [-0.640, 1.249, -2.249], [-1.359, -0.540, -0.697], [-1.790, 0.001, 0.937], [0.508, 0.364, 1.559], [0.012, -1.265, 1.338], [2.303, -0.828, 0.345], [1.683, 0.380, -0.764], [1.659, -2.243, -1.013], [1.922, -2.559, 2.425], [2.516, -3.027, 1.833], [1.362, -2.003, 1.863]],
  "smiles": "C[C@H](N)CCCO.O",
  "total_charge": 0,
  "homo_ev": -9.03,
  "gap_ev": 9.737
}

=====

ii | {
  "formula": "C5H15NO2",
  "method": "ωB97M-V with the def2-TZVPD basis set",
  "species": ["C", "C", "N", "C", "C", "C", "O", "H", "H", "H", "H", "H", "H", "H", "H", "H", "H", "H", "H", "H", "O", "H", "H"],
  "coordinates": [[-0.017, 2.330, 1.426], [0.866, 1.043, 1.724], [1.158, 0.149, 0.660], [0.130, -0.847, 0.274], [0.041, -0.928, -1.276], [1.309, -1.461, -1.924], [-0.896, -1.951, -1.659], [0.473, 3.173, 0.949], [-0.759, 1.873, 0.678], [-0.799, 2.725, 2.257], [0.564, 0.559, 2.737], [1.802, 1.667, 1.965], [1.459, 0.833, -0.108], [-0.831, -0.851, 0.758], [0.604, -1.819, 0.535], [-0.411, -0.101, -1.774], [2.194, -1.583, -1.237], [1.620, -0.845, -2.833], [1.225, -2.458, -2.223], [-1.747, -1.741, -1.282], [-2.716, 0.242, -0.213], [-3.054, -0.717, 0.109], [-2.215, 0.707, 0.458]],
  "smiles": "CCNC[C@@H](C)O.O",
  "total_charge": 0,
  "homo_ev": -8.79,
  "gap_ev": 9.280
}

=====

iii | {
  "formula": "C5H15NO2",
  "method": "ωB97M-V with the def2-TZVPD basis set",
  "species": ["C", "C", "C", "C", "N", "C", "H", "H", "H", "H", "H", "H", "H", "H", "H", "H", "H", "O", "H", "H", "O", "H", "H"],
  "coordinates": [[-2.489, 0.607, 0.323], [-1.798, 1.736, 0.213], [-0.504, 1.952, -0.537], [0.877, 1.375, -0.132], [0.810, 0.097, 0.571], [1.707, 0.017, 1.759], [-2.076, -0.259, -0.151], [-3.443, 0.539, 0.831], [-2.042, 2.680, 0.707], [-0.698, 1.560, -1.542], [-0.402, 3.052, -0.654], [1.395, 1.192, -1.092], [1.514, 2.055, 0.402], [-0.007, -0.472, 0.737], [2.069, 0.986, 2.129], [2.588, -0.550, 1.413], [1.188, -0.708, 2.350], [-1.040, -3.096, 0.764], [-0.239, -2.556, 0.734], [-1.621, -2.514, 1.267], [1.630, -1.498, -2.794], [2.581, -1.423, -2.988], [1.518, -1.344, -1.851]],
  "smiles": "C=CCCNC.O.O",
  "total_charge": 0,
  "homo_ev": -8.66,
  "gap_ev": 9.341
}

=====

iv | {
  "formula": "C5H15NO2",
  "method": "ωB97M-V with the def2-TZVPD basis set",
  "species": ["C", "C", "C", "C", "C", "N", "H", "H", "H", "H", "H", "H", "H", "H", "H", "H", "H", "O", "H", "H", "O", "H", "H"],
  "coordinates": [[-2.598, -0.890, -1.530], [-1.908, -0.509, -0.181], [-1.066, 0.768, -0.208], [-0.198, 1.005, -1.388], [-1.119, 1.532, 0.883], [-0.120, 2.509, 1.203], [-2.458, -1.946, -1.742], [-3.664, -0.713, -1.426], [-2.280, -0.192, -2.300], [-2.725, -0.440, 0.536], [-1.219, -1.278, 0.177], [-0.147, 0.183, -2.087], [0.821, 1.306, -1.102], [-0.528, 1.908, -1.917], [-1.683, 1.237, 1.757], [-0.214, 3.297, 0.564], [-0.118, 2.962, 2.113], [1.458, -0.113, 2.146], [1.043, 0.525, 1.576], [2.148, -0.529, 1.618], [5.201, -3.556, 0.620], [5.377, -3.896, -0.260], [5.998, -3.172, 0.949]],
  "smiles": "CC/C(C)=C/N.O.O",
  "total_charge": 0,
  "homo_ev": -8.18,
  "gap_ev": 9.014
}

=====

It is ii that is the least stable of them.

=====

i | {
  "formula": "C4H9N4",
  "method": "ωB97M-V with the def2-TZVPD basis set",
  "species": ["H", "N", "C", "N", "C", "C", "N", "N", "C", "H", "H", "H", "H", "H", "H", "H", "H"],
  "coordinates": [[3.990, 0.758, -1.232], [3.546, 0.006, -0.740], [2.553, -0.242, -0.162], [1.850, -0.974, 0.556], [0.971, 0.202, 0.448], [-0.426, 0.315, 0.141], [-0.859, 1.582, 0.106], [-1.158, -0.757, 0.001], [-2.542, -0.839, -0.399], [2.137, -1.191, 1.517], [1.363, 0.972, 1.015], [-0.151, 2.377, 0.301], [-1.750, 2.028, -0.077], [-0.649, -1.669, 0.082], [-3.106, -0.015, 0.066], [-2.724, -0.762, -1.535], [-3.045, -1.791, -0.088]],
  "smiles": "[H]/N=C1/N[C@@H]1C(=[NH2+])NC",
  "total_charge": 1,
  "homo_ev": -12.78,
  "gap_ev": 9.652
}

=====

ii | {
  "formula": "C4H9N4",
  "method": "ωB97M-V with the def2-TZVPD basis set",
  "species": ["C", "C", "C", "C", "N", "N", "N", "N", "H", "H", "H", "H", "H", "H", "H", "H", "H"],
  "coordinates": [[1.886, -0.128, 0.730], [1.133, -0.005, -0.556], [-0.254, -0.719, -0.474], [-1.461, -0.122, 0.080], [-2.541, -0.860, 0.136], [-1.446, 1.134, 0.470], [-0.267, -2.158, -0.954], [-0.028, -2.166, 0.202], [2.388, -1.111, 0.926], [1.160, -0.095, 1.516], [2.670, 0.614, 0.892], [1.561, -0.394, -1.411], [0.870, 1.001, -0.681], [-2.569, -1.814, -0.018], [-3.189, -0.541, 0.775], [-0.602, 1.688, 0.439], [-2.165, 1.428, 1.149]],
  "smiles": "CCC1(C(N)=[NH2+])N=N1",
  "total_charge": 1,
  "homo_ev": -14.48,
  "gap_ev": 10.273
}

=====

It is i that is the least stable of them.